Below is a cluster of 2 separate species, CHCl3OSi in total in a non-equilibrium geometry, with properties calculated with ωB97M-V/def2-TZVPD.

HOMO, Ha: -0.3124
Frontier orbital gap, eV: 8.390

ORCA input file:
```
! RIJCOSX wB97M-V def2-TZVPD def2/J DEFGRID3
* xyz 0 1
C 0.37152 -0.57988 -0.18875
O 0.00437 -1.57281 0.35089
Si 2.93160 -0.18191 -0.05582
Cl 3.15943 1.56431 -0.96765
Cl 3.21814 0.27891 1.89731
Cl 3.89283 -1.74316 -0.87327
H -0.23562 0.10328 -0.95936
*
```

Below is a cluster of 2 separate species, CHClF2OS2 in total in a non-equilibrium geometry, with properties calculated with ωB97M-V/def2-TZVPD.

HOMO (alpha / beta), Ha: -0.3999 / -0.3710
Frontier orbital gap (alpha / beta), eV: 7.435 / 6.536

ORCA input file:
```
! RIJCOSX wB97M-V def2-TZVPD def2/J DEFGRID3
* xyz 0 1
C -0.58161 0.74659 -0.35374
O 2.01565 -0.28578 -0.24452
F -1.82574 0.36447 -0.28819
F -0.27353 1.74229 0.47478
S 0.00870 -2.32070 -0.93863
S 0.72116 -0.81374 0.03083
Cl 0.39411 -0.41876 2.80797
H -0.45874 0.98562 -1.48850
*
```

Below is a cluster of 2 separate species, CHClN2O3 in total in a non-equilibrium geometry, with properties calculated with ωB97M-V/def2-TZVPD.

HOMO, Ha: -0.4066
Frontier orbital gap, eV: 9.752
SMILES: O=[N+]([O-])C#[N+][O-].Cl

ORCA input file:
```
! RIJCOSX wB97M-V def2-TZVPD def2/J DEFGRID3
* xyz 0 1
C 1.29949 0.49052 0.40776
N 1.13361 1.64385 0.17219
N 1.49778 -0.83172 -0.08145
O 1.70608 -1.71497 0.70108
O 0.81091 2.78102 0.21250
O 1.42058 -0.98011 -1.27631
Cl -3.54086 -0.65175 0.45190
H -4.32759 -0.73685 -0.58767
*
```

Below is a structure of composition CHClN4OP in a non-equilibrium geometry, with properties calculated with ωB97M-V/def2-TZVPD.

HOMO (alpha / beta), Ha: -0.1894 / -0.1894
Frontier orbital gap (alpha / beta), eV: 8.321 / 8.320

ORCA input file:
```
! RIJCOSX wB97M-V def2-TZVPD def2/J DEFGRID3
* xyz -1 1
C -0.41858 -0.06623 0.00271
N -1.24697 -1.99897 0.00431
N -0.52429 -1.25430 0.74674
N -1.16834 -0.17827 -1.13268
N -1.63259 -1.36426 -1.05119
O 2.41734 0.89257 0.83835
P 0.18318 1.41918 0.59790
Cl 0.12639 2.51544 -0.99506
H 2.26386 0.03484 0.98893
*
```

Below is a structure of composition CHCrO2 in a non-equilibrium geometry, with properties calculated with ωB97M-V/def2-TZVPD.

HOMO (alpha / beta), Ha: -0.5722 / -0.5905
Frontier orbital gap (alpha / beta), eV: 8.910 / 9.715
⟨S²⟩: 6.024

ORCA input file:
```
! RIJCOSX wB97M-V def2-TZVPD def2/J DEFGRID3
* xyz 1 5
O -0.23018 -1.28326 -0.22840
C -1.42672 0.54907 -0.12272
O -0.39015 1.07269 0.11355
Cr 1.22248 -0.21233 0.18632
H -0.77732 -1.93979 0.20436
*
```

Below is a cluster of 2 separate species, CHF2IO in total in a non-equilibrium geometry, with properties calculated with ωB97M-V/def2-TZVPD.

HOMO, Ha: -0.3602
Frontier orbital gap, eV: 8.807
SMILES: O=C(F)F.I

ORCA input file:
```
! RIJCOSX wB97M-V def2-TZVPD def2/J DEFGRID3
* xyz 0 1
C 1.69531 -1.02264 0.46905
O 2.17882 -0.29198 -0.35288
F 1.63084 -2.37997 0.48671
F 0.59714 -0.59320 1.50063
I 4.20688 -1.39200 -2.30175
H 2.71664 -1.04927 -1.74343
*
```

Below is an isolated molecule of CHF2NO2S in a non-equilibrium geometry, with properties calculated with ωB97M-V/def2-TZVPD.

HOMO, Ha: -0.4256
Frontier orbital gap, eV: 11.187
SMILES: N=[S@@](=O)(F)C(=O)F

ORCA input file:
```
! RIJCOSX wB97M-V def2-TZVPD def2/J DEFGRID3
* xyz 0 1
C 0.00717 0.65275 1.09144
N -1.03817 -0.43586 -0.76853
O -0.32455 0.53834 2.20221
O 1.10280 -1.73011 0.08907
F 0.01365 1.84009 0.42371
F 1.41023 0.57220 -1.23449
S 0.39912 -0.47317 -0.30246
H -1.57026 -0.96424 -1.50096
*
```

Below is the ion CHF2O3P with charge -2 in a non-equilibrium geometry, with properties calculated with ωB97M-V/def2-TZVPD.

HOMO, Ha: 0.0277
Frontier orbital gap, eV: 6.754
SMILES: O=P([O-])([O-])C(F)F

ORCA input file:
```
! RIJCOSX wB97M-V def2-TZVPD def2/J DEFGRID3
* xyz -2 1
C 0.41492 0.29286 0.67721
O 0.56052 -0.97761 -1.63065
O -1.13694 0.97159 -1.33334
O -1.37663 -1.34727 -0.15560
F 1.80527 0.99392 0.58487
F -0.26579 1.06307 1.60392
P -0.54026 -0.31652 -0.83101
H 0.53891 -0.68006 1.08459
*
```

Below is the ion CHF2O3P with charge -2 in a non-equilibrium geometry, with properties calculated with ωB97M-V/def2-TZVPD.

HOMO, Ha: 0.0230
Frontier orbital gap, eV: 6.886
SMILES: O=P([O-])([O-])C(F)F

ORCA input file:
```
! RIJCOSX wB97M-V def2-TZVPD def2/J DEFGRID3
* xyz -2 1
C 0.49595 0.72584 -0.00323
O 0.46879 -1.81870 0.34266
O -1.28444 -1.03914 -1.43089
O -1.51986 -0.38020 1.08695
F 1.70129 0.58872 -0.80772
F 0.10218 2.02662 -0.27168
P -0.68238 -0.88188 -0.05644
H 0.71846 0.77876 1.14035
*
```

Below is a cluster of 2 separate species, CHF2OS2 in total in a non-equilibrium geometry, with properties calculated with ωB97M-V/def2-TZVPD.

HOMO (alpha / beta), Ha: -0.1268 / -0.1202
Frontier orbital gap (alpha / beta), eV: 6.495 / 6.112

ORCA input file:
```
! RIJCOSX wB97M-V def2-TZVPD def2/J DEFGRID3
* xyz -1 1
C 0.58075 0.48363 0.02807
O 0.59899 -2.03239 0.03790
F 1.29708 1.44158 0.58382
F 0.19628 0.97877 -1.20360
S -2.45414 0.37788 -0.08064
S -0.88463 -0.09884 0.98401
H 0.66566 -1.15063 -0.34956
*
```

Below is a cluster of 2 separate species, CHF2P in total in a non-equilibrium geometry, with properties calculated with ωB97M-V/def2-TZVPD.

HOMO (alpha / beta), Ha: -0.3237 / -0.3225
Frontier orbital gap (alpha / beta), eV: 7.418 / 7.357

ORCA input file:
```
! RIJCOSX wB97M-V def2-TZVPD def2/J DEFGRID3
* xyz 0 1
C 2.44345 1.04163 1.45434
F 2.00825 0.48366 0.34241
F 1.66921 0.48643 2.36281
P -0.10602 0.09016 -1.48339
H -0.01560 -0.55067 -0.28743
*
```

Below is a structure of composition CHF2P in a non-equilibrium geometry, with properties calculated with ωB97M-V/def2-TZVPD.

HOMO (alpha / beta), Ha: -0.3393 / -0.3046
Frontier orbital gap (alpha / beta), eV: 8.079 / 6.612

ORCA input file:
```
! RIJCOSX wB97M-V def2-TZVPD def2/J DEFGRID3
* xyz 0 1
C -0.76720 0.04164 0.19466
F -1.96456 -0.46580 -0.15092
F -0.57466 1.26897 -0.29776
P 1.37522 -0.95106 -0.20382
H 1.93119 0.10625 0.45785
*
```